ORCA calculation (wB97M-V/def2-TZVPD) on one molecule with the formula C16H15ClN2O4.

Last column: Löwdin charge in e.
Positions of all 38 atoms, in Å:
O  3.35699  -2.45129  0.37842  0.09
C  2.32042  -1.96557  -0.00549  -0.43
C  2.21386  -1.33921  -1.39903  -0.05
O  0.93957  -0.76750  -1.66195  -0.01
C  0.86612  0.57014  -1.79179  -0.47
O  1.81064  1.30452  -1.69993  0.13
C  -0.54955  1.00389  -2.06734  -0.04
C  -0.91451  2.23797  -1.22242  -0.18
O  -2.06863  2.88318  -1.69270  -0.04
C  -1.99584  3.64596  -2.82711  -0.27
C  -0.83347  3.93085  -3.53480  -0.03
C  -0.89793  4.73107  -4.66483  -0.08
C  -2.10262  5.24798  -5.10180  -0.10
C  -3.26119  4.96454  -4.39503  -0.09
C  -3.21099  4.17059  -3.26849  -0.01
N  1.16105  -1.91369  0.69773  0.16
C  0.89872  -2.36420  1.98504  -0.28
C  1.84886  -2.97661  2.80278  0.02
C  1.45301  -3.37619  4.06444  -0.08
C  0.13857  -3.15218  4.45870  -0.67
Cl  -0.40314  -3.63438  6.02317  0.67
C  -0.73207  -2.53350  3.57203  -0.16
N  -0.35659  -2.15131  2.36773  0.12
H  2.99069  -0.57086  -1.49127  0.14
H  2.39664  -2.11952  -2.14354  0.15
H  -1.23956  0.18093  -1.88530  0.13
H  -0.61354  1.27787  -3.12448  0.13
H  -1.15838  1.93239  -0.20131  0.14
H  -0.05809  2.92200  -1.18568  0.12
H  0.12666  3.55138  -3.22116  0.11
H  0.01172  4.94740  -5.20553  0.10
H  -2.14074  5.86778  -5.98447  0.10
H  -4.20858  5.36436  -4.72445  0.10
H  -4.10091  3.94089  -2.70404  0.12
H  0.35182  -1.50623  0.24223  0.14
H  2.85516  -3.12780  2.45068  0.10
H  2.14978  -3.85452  4.73480  0.11
H  -1.76198  -2.33822  3.83463  0.11

Atomic forces in eV per Å
0.3 -0.1 0.0
-0.4 0.3 -0.4
0.7 0.0 0.0
-0.2 -0.5 0.0
-0.2 0.3 -0.1
0.0 0.0 0.0
-0.1 0.3 0.1
0.5 -0.2 0.1
-0.3 0.1 -0.2
-0.1 0.1 -0.1
0.1 -0.2 0.3
-0.1 0.1 -0.1
0.1 0.1 -0.1
0.0 0.0 0.1
0.1 -0.1 0.1
-0.4 0.2 -0.2
0.0 -0.2 0.5
0.0 0.0 -0.1
-0.4 0.1 0.0
0.2 0.0 -0.2
-0.1 0.0 0.1
0.1 -0.2 0.3
0.1 0.2 -0.5
-0.1 -0.2 0.1
-0.1 0.1 0.1
0.0 0.1 0.0
0.0 -0.1 0.0
0.1 0.1 -0.1
-0.1 -0.1 0.0
0.1 -0.1 0.1
0.1 0.0 0.0
0.0 0.1 -0.1
-0.1 0.0 0.0
-0.1 0.0 0.1
0.2 -0.1 0.1
0.0 0.0 0.0
0.0 0.0 0.1
-0.1 0.0 0.2

Calculated values
- Kohn-Sham gap: 9.294 eV
- Total charge: 0
- Highest occupied orbital energy: -8.7 eV
- SMILES: O=C(COC(=O)CCOc1ccccc1)Nc1ccc(Cl)cn1
- Total energy: -40528.8030 eV
- Relative energy (zero: lowest compared OMol25 entry of this formula, charge and spin): 0.00 kcal/mol